{"formula": "C25H53N6O12", "method": "ωB97M-V/def2-TZVPD", "elements": ["C", "C", "C", "C", "O", "C", "C", "C", "N", "C", "N", "C", "C", "C", "C", "C", "C", "C", "C", "O", "C", "C", "O", "C", "O", "C", "O", "C", "C", "O", "N", "H", "H", "H", "H", "H", "H", "H", "H", "H", "H", "H", "H", "H", "H", "H", "H", "H", "H", "H", "H", "H", "H", "H", "H", "H", "H", "H", "H", "H", "H", "H", "H", "H", "H", "H", "H", "H", "H", "H", "H", "H", "H", "H", "H", "C", "N", "O", "O", "H", "H", "H", "C", "N", "O", "O", "H", "H", "H", "C", "N", "O", "O", "H", "H", "H"], "xyz": [[6.0740, 2.6338, -1.2737], [5.5045, 1.2586, -1.6172], [4.8999, 1.1503, -3.0146], [3.7141, 2.0828, -3.2412], [2.5209, 1.2938, -3.1709], [1.2772, 1.9079, -3.4085], [1.2024, 3.4088, -3.2313], [1.1757, 3.7773, -1.7468], [1.4444, 2.6051, -0.8790], [0.7531, 1.4724, -1.1491], [0.5081, 0.5740, -0.2135], [-0.2909, -0.6460, -0.4529], [-1.3907, -0.8621, 0.5995], [-2.7596, -1.1852, -0.0105], [-3.9136, -0.7382, 0.8880], [-5.2844, -1.0861, 0.2979], [-5.7883, -0.0626, -0.7208], [-7.2980, -0.2034, -1.0108], [-8.1436, 1.0297, -0.6813], [-9.0733, 0.7338, 0.3757], [-10.3500, 1.1879, 0.2150], [-10.9299, 1.7464, 1.4844], [-10.9331, 1.1009, -0.8276], [1.0670, 0.6693, 1.1522], [1.5833, -0.5642, 1.5011], [2.9601, -0.7194, 1.2131], [3.1551, -2.0864, 1.2212], [4.5295, -2.4547, 1.2783], [4.8647, -3.4877, 0.1913], [3.9623, -3.3436, -0.8933], [0.3444, 1.2882, -2.4379], [6.6357, 3.0351, -2.1198], [5.2730, 3.3377, -1.0459], [6.7056, 2.5769, -0.3894], [6.3166, 0.5283, -1.5602], [4.7650, 0.9532, -0.8712], [4.5195, 0.1340, -3.1443], [5.6605, 1.2924, -3.7833], [3.7826, 2.5926, -4.2058], [3.6793, 2.8378, -2.4494], [0.9311, 1.6282, -4.4047], [0.2479, 3.7199, -3.6544], [1.9706, 3.9212, -3.8033], [0.1835, 4.1574, -1.4956], [1.8830, 4.5617, -1.4910], [1.3546, 2.8910, 0.0849], [0.3967, -1.4911, -0.4666], [-0.7654, -0.5887, -1.4280], [-1.0875, -1.6789, 1.2541], [-1.5085, 0.0405, 1.2026], [-2.8412, -2.2533, -0.2179], [-2.8675, -0.6670, -0.9707], [-3.8148, -1.1885, 1.8781], [-3.8518, 0.3519, 0.9801], [-6.0089, -1.1508, 1.1131], [-5.2401, -2.0766, -0.1594], [-5.5926, 0.9483, -0.3499], [-5.2527, -0.1838, -1.6659], [-7.7037, -1.0172, -0.4071], [-7.4651, -0.4789, -2.0519], [-8.7079, 1.3675, -1.5492], [-7.5219, 1.8556, -0.3256], [-11.7470, 2.4192, 1.2424], [-11.3151, 0.9248, 2.0914], [-10.1623, 2.2466, 2.0699], [1.8401, 1.4391, 1.1708], [0.2843, 0.9247, 1.8628], [3.1877, -0.3034, 0.2181], [3.5523, -0.2086, 1.9852], [5.1754, -1.5809, 1.1659], [4.7260, -2.8875, 2.2628], [4.8471, -4.5022, 0.5983], [5.8888, -3.3002, -0.1430], [4.4052, -3.6353, -1.6948], [0.2991, 0.2998, -2.6527], [7.0693, 5.8617, 2.0533], [6.4888, 4.5329, 1.7158], [5.3984, 4.4991, 1.1778], [7.1482, 3.5560, 2.0001], [6.3703, 6.6271, 1.7403], [7.2319, 5.8752, 3.1267], [8.0175, 5.9395, 1.5300], [-2.5943, -4.8823, 2.7609], [-3.7706, -4.0875, 2.3077], [-4.4758, -3.5823, 3.1530], [-3.9475, -3.9972, 1.1066], [-2.5729, -4.8696, 3.8435], [-2.7166, -5.8884, 2.3714], [-1.7086, -4.4207, 2.3345], [2.1113, -5.1561, 1.8218], [1.7464, -6.2544, 2.7586], [2.1535, -7.3687, 2.5156], [1.0539, -5.9460, 3.7090], [2.7121, -5.5713, 1.0222], [1.1875, -4.7314, 1.4423], [2.6544, -4.4095, 2.3919]], "lowdin_charge": [-0.1015, -0.2503, -0.1663, -0.1831, -0.0888, -0.3093, -0.0980, -0.1152, 0.1138, -0.2809, 0.0375, -0.0967, -0.1532, -0.2060, -0.2108, -0.2117, -0.2015, -0.1506, -0.1594, -0.0328, -0.5277, 0.0212, 0.1181, -0.1541, -0.0538, -0.2308, -0.1029, -0.1631, -0.2226, -0.0580, 0.1692, 0.0853, 0.0478, 0.0569, 0.1086, 0.0884, 0.1151, 0.1182, 0.1297, 0.1041, 0.1644, 0.1284, 0.1185, 0.1283, 0.1283, 0.1377, 0.1365, 0.1091, 0.1173, 0.1095, 0.1039, 0.1104, 0.1019, 0.1107, 0.1188, 0.1085, 0.1007, 0.1052, 0.1151, 0.1118, 0.1180, 0.1196, 0.0887, 0.0941, 0.0834, 0.1322, 0.1444, 0.1350, 0.1518, 0.1222, 0.1284, 0.1064, 0.1224, 0.0925, 0.1374, 0.0557, -0.4445, 0.0386, 0.0661, 0.0947, 0.1039, 0.1045, 0.0553, -0.4352, 0.0810, 0.0491, 0.0998, 0.1053, 0.0859, 0.0471, -0.4507, 0.0828, 0.0544, 0.0914, 0.0971, 0.0911], "e_tot_ev": -60280.01320, "orbital_gap_ev": 9.2777, "multiplicity": 1, "e_homo_ev": -11.570, "charge": 1, "lumo_energy_ev": -2.2920}

{"formula": "C25H54BBrF3N2O8S", "method": "ωB97M-V/def2-TZVPD", "elements": ["C", "C", "C", "C", "C", "C", "C", "Br", "O", "B", "C", "C", "C", "O", "O", "C", "S", "C", "O", "C", "F", "F", "F", "H", "H", "H", "H", "H", "H", "H", "H", "H", "H", "H", "H", "H", "H", "H", "H", "H", "H", "H", "H", "H", "H", "H", "H", "C", "O", "C", "C", "N", "C", "C", "O", "C", "H", "H", "H", "H", "H", "H", "H", "H", "H", "H", "H", "H", "H", "H", "H", "C", "O", "C", "C", "N", "C", "C", "O", "C", "H", "H", "H", "H", "H", "H", "H", "H", "H", "H", "H", "H", "H", "H", "H"], "xyz": [[-6.0515, 1.3557, 1.1926], [-6.4093, 2.1350, -0.1651], [-6.8653, 1.0491, -1.2577], [-6.2164, 1.3185, -2.7121], [-4.6288, 1.2291, -2.5859], [-3.8828, 0.6715, -3.8810], [-2.8606, 1.6778, -4.5532], [-1.8400, 0.5361, -5.8861], [-3.3627, 2.7458, -5.3495], [-3.0528, 3.9209, -4.5043], [-3.5757, 5.4080, -4.9322], [-4.3051, 6.1912, -3.7436], [-5.7012, 5.5379, -3.3046], [-6.3929, 4.8879, -4.4090], [-1.6758, 3.7706, -3.9468], [-1.6584, 2.3511, -3.6669], [-0.0414, 1.8566, -4.5162], [-1.4174, 1.8838, -2.1662], [-0.1330, 2.3689, -1.6839], [0.1714, 1.8831, -0.4258], [0.8847, 2.9064, 0.2328], [0.9851, 0.7509, -0.4199], [-0.9255, 1.6034, 0.3854], [-6.9407, 0.6731, 1.4209], [-5.9014, 2.0414, 2.0821], [-5.1172, 0.7122, 1.1038], [-5.5275, 2.7589, -0.5276], [-7.2891, 2.8187, 0.0985], [-8.0081, 1.0948, -1.3349], [-6.6034, 0.0059, -0.8638], [-6.5578, 2.3659, -3.0065], [-6.5705, 0.5166, -3.4279], [-4.2448, 2.2228, -2.2115], [-4.4191, 0.4755, -1.7434], [-4.6989, 0.4651, -4.6585], [-3.4059, -0.3501, -3.6899], [-3.7224, 3.6936, -3.5128], [-2.6729, 6.0550, -5.2387], [-4.2277, 5.3441, -5.8632], [-3.6643, 6.2214, -2.8006], [-4.5472, 7.2390, -4.1210], [-6.3756, 6.2456, -2.7282], [-5.4363, 4.6920, -2.5744], [-7.3444, 5.0945, -4.3234], [0.9659, 2.6662, -3.9806], [-1.4624, 0.7510, -2.1222], [-2.2361, 2.3791, -1.5368], [1.1862, 0.5257, 3.3723], [2.0497, -0.4598, 2.8258], [2.6928, -0.0331, 1.6212], [4.1936, 0.1219, 1.8507], [4.4803, 1.2705, 2.7092], [5.8721, 1.3321, 3.1547], [6.3644, 0.2080, 4.0775], [5.7485, 0.2035, 5.3598], [4.5249, -0.5151, 5.4237], [0.6541, 0.0789, 4.2130], [1.7581, 1.3816, 3.7444], [0.4540, 0.8595, 2.6332], [2.2528, 0.8797, 1.2222], [2.5348, -0.8251, 0.8833], [4.6929, 0.2581, 0.8863], [4.5592, -0.8085, 2.3014], [3.8851, 1.2268, 3.5281], [5.9857, 2.2794, 3.6911], [6.5256, 1.3885, 2.2774], [7.4287, 0.3872, 4.2624], [6.3035, -0.7803, 3.6088], [4.5011, -1.3604, 4.7303], [3.6821, 0.1533, 5.2384], [4.4160, -0.9014, 6.4404], [2.4775, -3.6144, 3.3947], [3.8045, -3.7355, 2.9002], [4.5298, -4.8104, 3.4956], [4.8139, -5.8953, 2.4603], [3.5880, -6.5983, 2.0851], [3.7513, -7.4856, 0.9325], [4.0764, -6.8321, -0.4181], [3.0235, -6.0306, -0.9372], [3.0241, -4.6842, -0.4830], [2.0430, -2.7066, 2.9758], [1.8656, -4.4658, 3.0786], [2.4714, -3.5337, 4.4852], [4.0175, -5.2179, 4.3730], [5.4845, -4.3954, 3.8343], [5.5282, -6.6128, 2.8767], [5.2753, -5.4132, 1.5908], [2.8715, -5.9167, 1.8630], [2.8079, -8.0289, 0.8218], [4.5181, -8.2331, 1.1641], [4.2142, -7.6420, -1.1418], [5.0219, -6.2789, -0.4036], [4.0322, -4.3120, -0.2834], [2.3978, -4.5829, 0.4054], [2.5789, -4.0662, -1.2662]], "lowdin_charge": [-0.1482, -0.2519, -0.2307, -0.1830, -0.2021, -0.1751, -0.6544, 0.6305, -0.0436, -0.7698, -0.1172, -0.1950, -0.2653, -0.1091, -0.0676, -0.6059, 0.6085, -0.1353, -0.0184, -0.5297, 0.0895, 0.0946, 0.0980, 0.0721, 0.0616, 0.0704, 0.0961, 0.1026, 0.1023, 0.1009, 0.1098, 0.1042, 0.0720, 0.1138, 0.1190, 0.1027, 0.1004, 0.0990, 0.0980, 0.1170, 0.0946, 0.1079, 0.0884, 0.0772, -0.1053, 0.1504, 0.1429, -0.0912, -0.2197, -0.1990, -0.1941, -0.0491, -0.1998, -0.2228, -0.1811, -0.0949, 0.0886, 0.0823, 0.0791, 0.0955, 0.1200, 0.1256, 0.0975, 0.0683, 0.1156, 0.1159, 0.1164, 0.1078, 0.0803, 0.0720, 0.0869, -0.1032, -0.2087, -0.2141, -0.2119, -0.0545, -0.2009, -0.2264, -0.1790, -0.0957, 0.0712, 0.0804, 0.0890, 0.1209, 0.1168, 0.1200, 0.1029, 0.0684, 0.1163, 0.1141, 0.1178, 0.1079, 0.0885, 0.0711, 0.0918], "e_tot_ev": -135864.45413, "orbital_gap_ev": 6.6424, "multiplicity": 1, "e_homo_ev": -4.517, "charge": -1, "lumo_energy_ev": 2.1253}